No. 1
{
  "formula": "C21H30N2OP2Ru",
  "method": "wB97M-V/def2-TZVPD",
  "symbols": ["C", "C", "C", "C", "C", "C", "C", "C", "C", "C", "C", "C", "C", "H", "H", "H", "H", "H", "H", "H", "N", "Ru", "C", "H", "H", "C", "H", "H", "P", "P", "C", "H", "H", "H", "C", "H", "H", "H", "C", "H", "H", "H", "C", "H", "H", "H", "H", "H", "C", "C", "N", "O", "H", "H", "H", "H", "H"],
  "xyz": [[-0.5801, 2.7710, -3.5658], [-0.0206, 2.1823, -2.4450], [-0.8435, 2.1136, -1.2535], [-2.2828, 1.9477, -1.4242], [-2.8038, 2.4107, -2.6494], [-1.9742, 2.8869, -3.6455], [-3.1392, 1.6877, -0.3251], [-2.5094, 1.8344, 0.9312], [-1.0686, 1.9862, 1.0766], [-0.4668, 2.0192, 2.3929], [-1.2653, 2.4704, 3.4366], [-2.6529, 2.5444, 3.2593], [-3.2696, 2.1743, 2.0766], [-0.0030, 3.0213, -4.4491], [-3.8840, 2.3626, -2.7048], [-2.4501, 3.3455, -4.4955], [-3.9413, 0.9443, -0.4319], [-0.8678, 2.6117, 4.4278], [-3.2860, 2.9052, 4.0569], [-4.3283, 2.1099, 1.9422], [-0.2757, 2.2122, -0.0168], [-0.1292, -0.8563, -0.1589], [1.3500, 1.5631, -2.3552], [2.0102, 2.0441, -1.6153], [1.8457, 1.5119, -3.3287], [0.9201, 1.4616, 2.5205], [1.6652, 2.0350, 1.9372], [1.2153, 1.3678, 3.5772], [1.1635, -0.1840, -1.7659], [0.9377, -0.2640, 1.7088], [0.5930, -1.3211, 3.1876], [0.5900, -2.3796, 2.8668], [1.3329, -1.1396, 3.9946], [-0.4278, -1.1085, 3.5191], [2.7439, -0.5155, 1.6190], [3.1940, -0.6266, 2.6220], [2.9653, -1.4063, 1.0244], [3.1984, 0.3252, 1.0892], [0.4295, -1.0697, -3.1500], [0.9539, -0.7609, -4.0562], [0.5044, -2.1519, -2.9768], [-0.6262, -0.7974, -3.2070], [2.8781, -0.8434, -1.7407], [2.8587, -1.9025, -1.4038], [3.2687, -0.7505, -2.7736], [3.4852, -0.2670, -1.0206], [-1.5836, -0.5381, -0.2203], [-0.9153, -1.2808, 1.2087], [1.3446, -4.8605, -0.3295], [0.4512, -3.7428, 0.1438], [-0.2174, -3.8832, 1.2838], [0.2908, -2.6702, -0.5197], [1.1924, -5.7400, 0.3007], [2.4089, -4.6217, -0.1578], [1.1360, -5.2341, -1.3488], [-0.9717, -3.2083, 1.4608], [-0.1434, -4.7258, 1.8712]],
  "atomic_forces_ev_per_a": [[-0.3, -1.0, -0.1], [0.2, 0.5, 0.9], [-0.6, 0.1, 1.0], [0.5, 1.5, -0.5], [-0.2, -1.1, 0.3], [-0.6, 0.4, 0.2], [2.7, -1.5, 0.0], [0.2, 1.2, 1.5], [-0.1, 1.0, -1.8], [-0.2, 0.3, -0.5], [-0.2, -1.1, -0.4], [-0.3, 0.5, 0.0], [0.6, -1.1, -0.7], [0.2, -0.1, 0.2], [0.0, 0.3, -0.6], [0.1, 0.0, -0.3], [-0.7, 1.3, 0.0], [0.2, 0.1, 0.1], [0.1, -0.1, 0.2], [-0.6, 0.3, 0.4], [-0.9, -1.8, 0.1], [-1.0, 0.4, 2.7], [0.0, 0.1, 0.1], [-0.2, 0.1, -0.2], [0.0, 0.3, 0.1], [-0.3, -0.1, -0.6], [-0.4, -0.1, 0.3], [0.1, 0.1, -0.4], [2.5, 1.3, -2.0], [1.9, 0.0, 2.8], [0.0, 0.0, -0.2], [0.3, 0.6, 0.3], [-0.5, -0.2, -0.4], [0.1, 0.1, 0.2], [0.3, 0.0, 0.1], [-0.1, 0.2, -0.5], [-0.1, 0.0, 0.2], [0.1, 0.0, 0.2], [-0.2, -0.1, -0.3], [-0.1, -0.2, -0.2], [0.1, 0.4, -0.2], [0.0, -0.1, -0.2], [-0.1, 0.2, -0.1], [0.0, 0.6, -0.4], [0.1, -0.2, 0.7], [-0.1, -0.2, -0.6], [-3.0, 0.5, -0.6], [-0.3, 0.6, 0.1], [0.2, -0.6, 0.6], [-0.4, 0.0, -0.2], [-0.3, -0.6, 0.1], [1.2, -4.4, -0.7], [-0.2, 0.1, 0.1], [-0.4, 0.2, -0.5], [0.2, 0.8, 0.3], [0.6, -0.4, 0.1], [-0.1, 0.7, -0.7]],
  "nbo_charge": [-0.1675, 0.0670, 0.1379, -0.1012, -0.1292, -0.1386, 0.0385, -0.1248, 0.2252, 0.0527, -0.1671, -0.1386, -0.1057, 0.2543, 0.2417, 0.2507, 0.2712, 0.2501, 0.2521, 0.2389, -0.3429, 0.1956, -0.7429, 0.2804, 0.2588, -0.7304, 0.2796, 0.2614, 1.0583, 1.0492, -0.9572, 0.2412, 0.2468, 0.2432, -0.9682, 0.2537, 0.2398, 0.2404, -0.9630, 0.2518, 0.2711, 0.2593, -0.9510, 0.2525, 0.2565, 0.2516, -0.1286, -0.0593, -0.7208, 0.7256, -0.7588, -0.6670, 0.2458, 0.2653, 0.2808, 0.4345, 0.4394],
  "orbital_gap_ev": [5.23, 5.16],
  "multiplicity": 5,
  "s_squared": 6.05,
  "de_lowest_kcal_mol": 28.26,
  "e_homo_ev": [-12.631, -14.286],
  "charge": 2
}

---

No. 2
{
  "formula": "C4H6O2",
  "method": "wB97M-V/def2-TZVPD",
  "symbols": ["C", "C", "C", "C", "O", "O", "H", "H", "H", "H", "H", "H"],
  "xyz": [[-2.0654, -0.1093, 0.3323], [-0.8131, 0.5726, 0.6495], [0.6027, -0.5409, 0.0425], [1.7507, 0.0853, -0.5692], [-2.9537, 0.5149, -0.2689], [0.1868, -0.2927, 1.2582], [-2.2148, -1.1734, 0.6527], [-0.6934, 1.5802, 0.4494], [0.0924, -1.3648, -0.4488], [2.0552, 0.9957, 0.0534], [1.5434, 0.3835, -1.6092], [2.5090, -0.6512, -0.5420]],
  "atomic_forces_ev_per_a": [[-1.1, 1.7, -0.9], [1.2, -5.2, -1.5], [-4.1, 1.5, -1.6], [0.3, 2.5, 0.4], [1.1, -1.3, 1.0], [-0.1, 0.9, 3.6], [0.3, 0.5, -0.2], [0.8, 1.8, 0.0], [0.3, -0.3, -0.1], [-0.3, -1.3, -1.0], [0.2, -0.2, 0.4], [1.3, -0.6, -0.2]],
  "nbo_charge": [0.3221, -0.0775, 0.2784, -0.6912, -0.5667, -0.4968, 0.1304, 0.2086, 0.1744, 0.2358, 0.2459, 0.2364],
  "orbital_gap_ev": [9.12, 9.12],
  "de_lowest_kcal_mol": 85.42,
  "e_homo_ev": [-8.879, -8.879]
}

---

No. 3
{
  "formula": "C10H11N2",
  "method": "wB97M-V/def2-TZVPD",
  "symbols": ["C", "C", "C", "C", "C", "C", "C", "C", "C", "C", "N", "N", "H", "H", "H", "H", "H", "H", "H", "H", "H", "H", "H"],
  "xyz": [[3.3343, -0.6100, 0.3690], [2.4573, -1.4994, -0.2492], [2.7748, 0.6301, 0.8832], [1.1277, -1.2863, -0.4036], [1.3981, 0.8230, 0.7611], [0.5497, -0.0370, 0.0697], [-2.7601, -1.2058, -0.1409], [-1.7014, -0.7436, -0.8913], [-2.6821, -0.6665, 1.2868], [-0.9091, 0.2808, -0.1597], [-1.8702, 0.2452, 1.5403], [-1.1780, 1.6540, -0.5755], [4.3923, -0.7799, 0.3579], [2.9731, -2.5090, -0.5144], [3.5001, 1.1661, 1.4616], [0.4262, -2.0584, -0.8229], [1.1098, 1.7822, 1.1652], [-3.4443, -2.0478, -0.3559], [-1.3898, -0.6625, -1.8715], [-3.5299, -1.0378, 1.9315], [-0.7596, 2.3092, 0.1547], [-2.1612, 1.9947, -0.6352], [-0.9128, 1.6954, -1.5112]],
  "atomic_forces_ev_per_a": [[-2.3, 2.6, 0.0], [2.9, -2.7, 0.0], [1.0, -3.9, -0.9], [-3.0, 1.1, 0.2], [1.0, 1.2, -0.1], [0.6, -1.1, -0.6], [2.2, -0.6, -0.5], [-2.2, 1.3, 3.3], [-2.0, -1.0, -1.6], [-1.4, -2.1, 4.7], [2.3, 0.6, -2.3], [-1.2, 1.6, 2.7], [0.3, -0.2, 0.3], [-1.4, 1.8, 0.1], [-0.4, 1.1, 0.1], [1.1, 0.8, 0.3], [-0.7, 0.1, 0.2], [0.3, 0.9, -0.3], [-0.2, -1.4, -2.5], [1.3, 0.6, 0.0], [0.1, -0.7, -1.7], [0.2, -1.1, 0.6], [1.7, 1.1, -2.1]],
  "nbo_charge": [-0.1404, -0.2220, -0.1923, -0.1681, -0.1971, -0.1417, -0.1642, -0.2516, 0.0276, 0.2326, -0.3341, -0.7007, 0.2338, 0.2426, 0.2404, 0.2364, 0.2073, 0.2518, 0.2357, 0.2327, 0.4779, 0.4557, 0.4377],
  "orbital_gap_ev": 8.57,
  "de_lowest_kcal_mol": 87.25,
  "e_homo_ev": -12.587,
  "charge": 1
}

---

No. 4
{
  "formula": "C4H16N3O3",
  "method": "wB97M-V/def2-TZVPD",
  "symbols": ["N", "C", "C", "N", "C", "C", "N", "O", "H", "H", "H", "H", "H", "H", "H", "H", "H", "H", "H", "H", "H", "H", "O", "H", "H", "O"],
  "xyz": [[1.8665, -0.9448, 1.3514], [0.6840, -0.1614, 0.8530], [1.2123, 0.8545, -0.1416], [0.3626, 1.4542, -0.9786], [-1.0830, 1.2987, -1.0150], [-1.8408, 1.8747, 0.2249], [-2.1428, 3.2611, 0.1445], [2.4268, 1.0122, -0.1533], [1.6591, -1.9471, 1.4170], [2.2542, -0.5699, 2.2098], [2.6193, -0.8711, 0.6522], [0.2771, 0.3879, 1.6718], [0.0154, -0.9368, 0.5181], [0.8081, 2.0683, -1.6432], [-1.4376, 0.2792, -1.2063], [-1.4050, 1.9210, -1.8414], [-2.7620, 1.2906, 0.2866], [-1.2514, 1.7110, 1.1205], [-2.7456, 3.6592, -0.5515], [-1.4768, 3.9280, 0.4885], [0.8225, -3.7379, 0.1203], [2.1344, -4.3579, -0.4099], [1.7837, -3.7385, 0.2326], [-1.3040, -3.1993, -0.7865], [-0.8379, -2.0273, -1.6883], [-0.6389, -2.5086, -0.8756]],
  "atomic_forces_ev_per_a": [[0.3, -0.1, -0.4], [0.6, -0.6, 0.3], [0.6, -0.5, -0.7], [0.0, -0.2, 0.2], [-0.5, 0.6, 0.4], [0.1, -0.2, -1.1], [0.1, 0.8, 0.6], [-0.1, 0.2, -0.1], [0.1, 0.0, 0.2], [0.0, -0.1, 0.2], [0.0, 0.3, 0.0], [-0.5, 0.1, 0.7], [-0.6, 0.3, -0.5], [0.0, 0.1, 0.0], [0.5, -0.1, 0.0], [-0.1, -0.2, -0.3], [0.0, 0.0, 0.3], [-0.1, -0.1, 0.2], [-0.1, -0.4, -0.2], [0.1, -0.1, 0.0], [0.3, -0.1, -0.3], [0.1, -0.1, -0.1], [-0.3, 0.4, 0.5], [-0.2, 0.1, -0.2], [0.0, -0.3, 0.0], [0.0, 0.1, 0.2]],
  "nbo_charge": [-0.6739, -0.3405, 0.6518, -0.5820, -0.2524, -0.2109, -0.8636, -0.6254, 0.4656, 0.4410, 0.4710, 0.2418, 0.2701, 0.4295, 0.1856, 0.2311, 0.1984, 0.1800, 0.3850, 0.3803, 0.4873, 0.4998, -0.9820, 0.4940, 0.4955, -0.9771],
  "orbital_gap_ev": 8.98,
  "de_lowest_kcal_mol": 0.00,
  "e_homo_ev": -11.947,
  "charge": 1
}

---

No. 5
{
  "formula": "C13H25BrO5",
  "method": "wB97M-V/def2-TZVPD",
  "symbols": ["C", "C", "C", "O", "C", "O", "O", "C", "Br", "C", "C", "H", "H", "H", "H", "H", "H", "H", "H", "H", "C", "C", "C", "O", "H", "H", "H", "H", "H", "H", "H", "H", "C", "C", "C", "O", "H", "H", "H", "H", "H", "H", "H", "H"],
  "xyz": [[-0.8464, 0.9849, 1.1808], [0.2088, 0.5321, 1.5321], [1.4763, 0.0605, 2.0782], [2.5796, 0.4227, 1.2349], [2.7423, -0.3374, 0.1544], [2.1353, -1.3249, -0.1102], [3.7175, 0.1768, -0.6341], [3.5427, 1.4769, -1.1501], [4.2955, 2.8344, 0.0549], [2.1197, 1.8261, -1.5093], [1.5479, 0.8863, -2.5810], [-1.7688, 1.3582, 0.8093], [1.4546, -1.0160, 2.2378], [1.6524, 0.5480, 3.0338], [4.1777, 1.5152, -2.0285], [1.4834, 1.8884, -0.6253], [2.1564, 2.8371, -1.9148], [2.0121, -0.0978, -2.5257], [0.4706, 0.7897, -2.4931], [1.7762, 1.2815, -3.5709], [-2.4423, -0.5343, 4.9579], [-0.9786, -0.8134, 5.2590], [-0.7742, -1.2915, 6.6877], [-0.1859, 0.3444, 4.9961], [-2.8181, 0.2562, 5.6137], [-2.5604, -0.2001, 3.9272], [-3.0549, -1.4237, 5.1102], [-0.6066, -1.5709, 4.5666], [-1.1028, -0.5232, 7.3931], [0.2803, -1.4910, 6.8777], [-1.3422, -2.2012, 6.8857], [-0.4811, 1.0481, 5.5841], [-2.4295, -0.2612, -6.1233], [-1.3277, -0.3250, -5.0774], [-1.1826, -1.7207, -4.4914], [-1.5597, 0.6304, -4.0426], [-3.3922, -0.5192, -5.6732], [-2.5107, 0.7456, -6.5329], [-2.2390, -0.9564, -6.9417], [-0.3814, -0.0225, -5.5291], [-2.1101, -2.0195, -3.9947], [-0.3841, -1.7433, -3.7495], [-0.9594, -2.4547, -5.2666], [-2.3904, 0.4044, -3.6098]],
  "atomic_forces_ev_per_a": [[0.4, -0.2, -0.1], [-0.5, 0.2, 0.0], [-0.1, 0.0, 0.2], [0.0, 0.0, 0.3], [-0.1, 0.5, -0.1], [0.0, -0.5, 0.0], [0.0, -0.3, -0.2], [0.0, 0.1, 0.1], [0.1, 0.1, 0.0], [-0.2, 0.2, -0.3], [0.4, 0.0, 0.0], [0.0, 0.0, 0.0], [0.0, 0.0, -0.1], [0.1, 0.0, 0.0], [0.1, 0.0, 0.1], [0.1, -0.2, 0.1], [0.0, 0.1, 0.1], [-0.2, -0.1, 0.1], [0.0, 0.0, 0.0], [-0.1, 0.0, -0.1], [0.0, 0.0, -0.1], [-0.2, 0.0, 0.1], [0.1, 0.0, 0.0], [0.1, -0.1, -0.1], [0.0, 0.0, 0.0], [0.0, 0.0, 0.0], [0.0, 0.0, 0.0], [0.0, 0.0, 0.0], [0.0, 0.0, 0.0], [0.0, 0.0, 0.0], [0.0, 0.0, 0.0], [0.0, 0.0, 0.0], [0.0, 0.1, 0.0], [-0.1, -0.2, 0.0], [0.1, 0.0, 0.1], [0.0, 0.1, 0.0], [0.0, -0.1, 0.0], [0.0, 0.0, 0.0], [0.0, 0.0, 0.0], [0.0, 0.0, 0.0], [0.0, 0.0, 0.0], [0.0, 0.0, 0.0], [0.0, 0.0, 0.0], [0.0, 0.0, 0.0]],
  "nbo_charge": [-0.2048, -0.0418, -0.1554, -0.4930, 0.9960, -0.5808, -0.5241, 0.0959, -0.0388, -0.4777, -0.6278, 0.2347, 0.2283, 0.2465, 0.2097, 0.2312, 0.2304, 0.2188, 0.2433, 0.2050, -0.6307, 0.0961, -0.6299, -0.7267, 0.1969, 0.2214, 0.2120, 0.1726, 0.1976, 0.2186, 0.2125, 0.4616, -0.6295, 0.0951, -0.6316, -0.7214, 0.1964, 0.2181, 0.2118, 0.1741, 0.1965, 0.2236, 0.2115, 0.4580],
  "orbital_gap_ev": 10.73,
  "smiles": "C#CCOC(=O)O[C@H](Br)CC.CC(C)O.CC(C)O",
  "e_homo_ev": -9.996
}

---

No. 6
{
  "formula": "C3H10NS",
  "method": "wB97M-V/def2-TZVPD",
  "symbols": ["C", "S", "H", "H", "H", "C", "C", "N", "H", "H", "H", "H", "H", "H", "H"],
  "xyz": [[2.0149, -0.7111, -1.2958], [0.5363, -0.6782, -2.4916], [2.1173, -0.0683, -0.3775], [2.1315, -1.7589, -0.9133], [2.8814, -0.3511, -1.9035], [-0.6413, -0.6088, 1.4022], [-1.5010, 0.6441, 0.7355], [-0.4259, 1.5408, 0.0201], [-1.3728, -1.1677, 1.9987], [-0.4001, -1.3284, 0.6022], [0.2529, -0.2961, 1.9655], [-2.2310, 0.4076, -0.0148], [-2.1442, 1.0773, 1.6280], [-0.1759, 1.0608, -0.8819], [-1.0422, 2.2381, -0.4740]],
  "atomic_forces_ev_per_a": [[0.2, -0.2, 0.1], [1.5, 0.2, 1.5], [-1.2, -0.1, -1.0], [0.2, 0.9, -0.8], [-0.6, -0.8, 0.1], [-2.3, 0.8, -1.6], [2.5, -0.3, 1.9], [-2.7, 0.2, -0.8], [0.4, 0.2, 0.4], [0.4, 0.4, 0.2], [-0.6, 0.1, -0.3], [-0.3, -1.0, -0.2], [1.9, 0.0, -1.9], [0.0, -0.3, 1.4], [0.8, -0.1, 1.0]],
  "nbo_charge": [-0.7866, 0.0916, 0.2401, 0.2271, 0.2425, -0.6260, -0.2215, -0.8497, 0.2052, 0.1952, 0.2216, 0.1756, 0.1897, 0.3571, 0.3381],
  "orbital_gap_ev": [10.25, 6.90],
  "multiplicity": 2,
  "s_squared": 0.75,
  "de_lowest_kcal_mol": 31.68,
  "e_homo_ev": [-9.382, -9.117]
}

---

no.,molar mass (g/mol),energy (eV)
1,489.50,-48432.0465
2,86.09,-8336.7569
3,159.21,-13518.3335
4,154.19,-15014.5269
5,341.24,-94164.4711
6,92.19,-15595.7382